The following is a DFT calculation (wB97M-V/def2-TZVPD) of a cluster of 8 separate species, C22H67O29P7 in total at a distorted geometry.

## Properties
F_max, eV Å⁻¹: 5.28
ΔE to the lowest compared entry with this formula, charge and spin, kJ/mol: 298.6
SMILES: COP(=O)(OC)OC.COP(=O)(OC)OC.COP(=O)(OC)OC.COP(=O)(OC)OC.COP(=O)(OC)OC.COP(=O)(OC)OC.COP(=O)(OC)OC.CO
Molar mass, g mol⁻¹: 1012.6

```
! RIJCOSX wB97M-V def2-TZVPD def2/J DEFGRID3
* xyz 0 1
P 24.45741 -25.45812 30.20535
P 31.09471 -24.43709 20.40588
P 20.23142 -38.37016 23.32879
P 34.09907 -35.27396 26.70863
P 28.17913 -33.06599 16.93859
P 25.27094 -33.41487 33.23816
P 34.51223 -27.86247 29.62412
O 33.20691 -28.10754 30.57838
O 33.00505 -34.53641 27.24237
O 29.66692 -24.27512 19.57858
O 28.03192 -31.98344 15.97965
O 35.34075 -35.60229 27.73338
O 24.19966 -24.47383 29.11940
O 19.03549 -39.45048 23.61576
O 25.63563 -33.83382 31.70922
O 21.42440 -39.24867 22.63139
O 23.55416 -25.26603 31.55006
O 26.26788 -34.33747 34.15231
O 35.65996 -28.97519 30.07830
O 27.58239 -32.88761 18.41835
O 34.86471 -34.43292 25.51449
O 25.75848 -31.87941 33.44257
O 24.23074 -27.04344 29.72755
O 33.92407 -28.46037 28.22932
O 27.51551 -34.52577 16.43103
O 35.13456 -26.50699 29.40666
O 33.71191 -36.67211 25.93838
O 19.82266 -37.19695 22.49357
O 28.78174 -31.78375 25.46443
O 20.82213 -37.97080 24.84275
O 32.14258 -24.90796 19.22052
O 30.73154 -25.78248 21.18582
O 25.97106 -25.37769 30.77594
O 31.57350 -23.27750 21.15493
O 23.81160 -33.65311 33.55062
O 29.73776 -33.42774 17.23715
C 28.27340 -35.27077 15.53120
C 30.37587 -26.99906 20.48343
C 35.71494 -34.74663 28.80909
C 32.00236 -24.56564 17.84824
C 23.55671 -24.05063 32.25616
C 32.63959 -29.34773 30.73291
C 33.03050 -27.57692 27.50472
C 21.89488 -40.44603 23.10616
C 30.31673 -34.55032 17.97191
C 24.88280 -30.96937 34.08156
C 36.34987 -28.79340 31.26985
C 28.09466 -32.58525 24.51100
C 36.16495 -34.72749 24.99991
C 27.04575 -25.37682 29.80056
C 26.20338 -35.74972 33.96999
C 26.17222 -32.70539 18.57006
C 32.96301 -36.66419 24.77468
C 26.98422 -33.84156 31.34443
C 24.36027 -27.38255 28.38111
C 28.60371 -23.67908 20.30635
C 17.90422 -39.17909 24.37168
C 21.83943 -36.98395 24.93867
H 32.24083 -27.07597 28.06470
H 23.91536 -24.12217 33.28298
H 32.10553 -37.32814 24.88410
H 32.89357 -29.59655 31.76329
H 33.61771 -26.75378 27.09763
H 28.86794 -36.02211 16.05092
H 36.79890 -34.78632 28.91664
H 27.50785 -34.59801 31.92898
H 24.70777 -30.24493 33.28617
H 25.87305 -36.39527 34.78377
H 30.57570 -27.75843 21.23943
H 26.87247 -25.98939 28.91579
H 33.04527 -24.41386 17.57003
H 29.50664 -35.22534 18.24798
H 27.59561 -33.44995 24.94842
H 27.36482 -32.00735 23.94403
H 25.51318 -32.65138 17.70354
H 37.04947 -27.99584 31.01973
H 23.49132 -27.86945 27.93844
H 21.57064 -40.38955 24.14528
H 30.85484 -27.35676 19.57198
H 33.00617 -30.15515 30.09903
H 22.93529 -40.76375 23.03765
H 30.76369 -34.15979 18.88614
H 25.67090 -33.34568 19.29587
H 32.70254 -28.12571 26.62190
H 27.99695 -24.44109 20.79550
H 25.31600 -30.62808 35.02175
H 21.40387 -41.23015 22.52982
H 27.49138 -32.87924 31.27500
H 25.06962 -28.20970 28.35390
H 21.69315 -36.48008 25.89408
H 27.17684 -36.18550 33.74510
H 22.86546 -37.32291 25.08177
H 24.01362 -31.56240 34.36608
H 26.09545 -31.73774 19.06590
H 36.48512 -35.71646 25.32784
H 24.32316 -23.35748 31.90949
H 36.86297 -29.72966 31.48950
H 27.03849 -34.08387 30.28309
H 18.01690 -39.85556 25.21890
H 28.80976 -34.58330 14.87713
H 32.56209 -35.65866 24.64700
H 27.54230 -35.71834 14.85795
H 28.82537 -32.96908 23.79908
H 27.97170 -25.70315 30.27407
H 31.67691 -25.41139 17.24253
H 36.91992 -33.97259 25.21961
H 22.58285 -23.56117 32.26809
H 35.43387 -33.74831 28.47377
H 31.11619 -35.03442 17.41102
H 31.56519 -29.23851 30.58515
H 31.56058 -23.57564 17.73498
H 24.67326 -26.55495 27.74457
H 29.36942 -26.99331 20.06494
H 27.37761 -24.37426 29.53068
H 17.22162 -39.63569 23.65496
H 29.42564 -32.36412 25.87695
H 25.54476 -36.09166 33.17162
H 33.59597 -37.09340 23.99800
H 35.31123 -34.93623 29.80366
H 35.66529 -28.68946 32.11167
H 17.60879 -38.15812 24.61343
H 21.80522 -36.23401 24.14840
H 36.10156 -34.63967 23.91531
H 28.07555 -23.21477 19.47353
H 28.90500 -22.89258 20.99826
*
```

***

The following is a DFT calculation (wB97M-V/def2-TZVPD) of a structure of composition C10H14CrF15NO16S5 at a distorted geometry.

## Properties
F_max, eV Å⁻¹: 3.02
ΔE to the lowest compared entry with this formula, charge and spin, kJ/mol: 0.0
Molar mass, g mol⁻¹: 901.5

```
! RIJCOSX wB97M-V def2-TZVPD def2/J DEFGRID3
* xyz -2 5
Cr 0.97712 0.48452 -0.55924
S 1.28914 4.03560 -0.39274
S 1.47974 -0.09690 2.92233
S 0.92137 1.66199 -3.82097
S -0.49396 -2.64237 -0.79490
S 4.45161 0.69031 -1.05728
F 4.59724 -1.68138 0.10983
F 0.02180 -2.42055 3.19434
F 1.04646 -4.69351 -0.09424
F 2.17452 -0.63385 -4.22188
F 2.11288 -2.96587 -0.88158
F -0.82293 3.70924 1.15954
F 0.02499 -0.65077 -4.77390
F 0.73644 4.94391 2.09915
F 1.06953 -4.30069 -2.23536
F 1.86070 -2.64578 2.17056
F -0.54313 5.75886 0.52931
F 1.96356 -2.33549 4.27646
F 4.91223 -1.81848 -2.02817
F 1.45548 0.19807 -6.09732
F 6.48083 -1.09271 -0.69150
O -1.46060 -3.13861 -1.76638
O 4.89933 1.35952 0.13446
O 2.13941 2.43666 -3.92064
O -0.03956 -1.29722 -1.08473
O 1.30918 2.59114 -0.17419
O -1.19412 0.95655 -0.04211
O -0.92557 -2.83768 0.57661
O 0.59523 4.42581 -1.60785
O 3.02545 0.37258 -1.05143
O 1.16485 0.04739 1.49238
O 0.59915 1.16917 -2.47585
O 2.54205 4.70622 -0.16742
O 4.95149 1.25240 -2.29093
O -0.15779 2.33935 -4.54256
O 0.53856 0.51800 3.84432
O 2.84869 0.16157 3.26532
N -3.58822 -0.65136 1.24692
C -4.04225 -1.91665 1.86255
C -1.56914 0.98283 1.33051
C 5.16940 -1.08873 -0.95131
C 1.00931 -3.73382 -1.03100
C -3.45326 -0.91605 -0.24852
C -4.60320 0.44702 1.39323
C 1.29367 -1.96368 3.18127
C -2.22545 -0.28027 1.84233
C 1.18082 0.03519 -4.78809
C 0.11258 4.65342 0.94586
H -4.03473 -1.78171 2.94386
H -2.59168 -1.56287 -0.39914
H -2.47760 -0.12645 2.89238
H -5.51340 -0.07491 1.10670
H -4.69026 0.68938 2.45303
H -2.29687 1.79732 1.46584
H -1.54518 -1.12615 1.72592
H -4.40718 -1.28023 -0.61505
H -4.23964 1.30543 0.84351
H -0.69530 1.34874 1.86892
H -5.03755 -2.16855 1.49804
H -3.38505 -2.74877 1.61659
H -3.14340 0.03423 -0.67427
H -1.77780 1.55962 -0.51151
*
```

***

The following is a DFT calculation (wB97M-V/def2-TZVPD) of a structure of composition C6H18B2BeCl14 at a distorted geometry.

## Properties
F_max, eV Å⁻¹: 5.68
ΔE to the lowest compared entry with this formula, charge and spin, kJ/mol: 894.1
Molar mass, g mol⁻¹: 617.2

```
! RIJCOSX wB97M-V def2-TZVPD def2/J DEFGRID3
* xyz 0 1
Cl 1.35612 -6.22913 -26.36495
Cl 4.82342 -9.02216 -16.73948
Cl 5.93262 -2.87318 -19.75213
Cl 5.12568 -6.44350 -15.41329
Cl 3.54733 -1.83954 -18.27913
Cl -3.52015 -5.87621 -19.35530
Cl 7.78080 -5.43539 -23.95586
Cl 2.04294 -12.40448 -19.36283
Cl 10.37402 -4.43161 -25.08937
Cl -1.81621 -3.59560 -20.00304
Cl 4.66387 -0.45436 -20.57273
Cl -1.27178 -5.29559 -17.58652
Cl -0.53003 -11.27498 -18.78459
Cl -0.86630 -6.67379 -24.58273
C 4.00262 -7.67723 -15.92708
C -1.87333 -5.24220 -19.25750
C 0.17573 -5.43858 -25.26710
C 9.46322 -4.78021 -23.58411
C 0.57069 -12.61425 -18.36481
C 4.36841 -2.03426 -19.83420
B 3.13743 -7.05619 -21.28012
B 9.14425 -8.78274 -20.46098
Be 5.65530 -9.51368 -21.82078
H 3.20694 -7.15304 -22.35252
H -1.17571 -5.92001 -19.74942
H 0.88146 -12.52244 -17.32409
H 9.05102 -9.17154 -21.46318
H 3.60646 -8.08384 -14.99659
H 8.74811 -7.77910 -20.45736
H 3.78002 -2.68190 -20.48415
H 4.04575 -6.76535 -20.77554
H 9.30840 -3.83484 -23.06411
H -0.35059 -4.65271 -25.80887
H 10.02788 -5.47173 -22.95874
H 0.73359 -4.99221 -24.44392
H 0.09449 -13.57902 -18.53960
H 10.18109 -8.78787 -20.16234
H 2.84439 -8.01576 -20.88315
H 3.19711 -7.24348 -16.51962
H 8.54520 -9.45308 -19.86431
H 2.40068 -6.28641 -21.11015
*
```

***

The following is a DFT calculation (wB97M-V/def2-TZVPD) of a cluster of 2 separate species, C6H17N4O in total at a distorted geometry.

## Properties
F_max, eV Å⁻¹: 2.20
ΔE to the lowest compared entry with this formula, charge and spin, kJ/mol: 62.7
Molar mass, g mol⁻¹: 161.2

```
! RIJCOSX wB97M-V def2-TZVPD def2/J DEFGRID3
* xyz 1 1
O -1.02044 1.27630 -1.59711
N -0.56020 -2.14835 1.16560
N 0.27036 -2.60931 -0.93542
N 1.21546 1.39620 -1.86544
N -1.65390 -1.37291 -0.76137
C 0.02527 1.83468 -1.31791
C 0.18575 2.95193 -0.30800
C 0.66460 -1.54994 1.74802
C -0.63451 -2.01416 -0.19779
C 0.36434 -0.53878 2.86781
C 0.84974 2.33034 0.90625
H 0.73610 -0.83463 3.84847
H 0.77568 0.40539 2.54931
H 0.80169 3.75793 -0.70238
H 0.15175 1.83818 1.57784
H -1.61631 -1.14607 -1.74521
H 1.00795 -3.14346 -0.50754
H 1.20419 3.06127 1.64808
H 1.32834 -2.32879 2.11444
H -2.08037 -0.60595 -0.25412
H -1.41324 -1.76796 1.56002
H 0.37818 -2.47228 -1.92965
H 1.09582 0.71416 -2.58952
H 1.93516 2.07214 -2.04782
H 1.26942 -1.00659 1.01946
H -0.69963 -0.54381 3.13245
H 1.74980 1.75538 0.72083
H -0.78252 3.36128 -0.03438
*
```

***

> What is the formula in the fourth record?

C6H17N4O

***

> Which of these has the highest molar mass?

C22H67O29P7

***

> What is the formula in the second record?

C10H14CrF15NO16S5